*w*
The following is a quantum chemistry calculation of C5H9P in the gas phase, from the Open Molecules 2025 dataset.

Results
- LUMO level (alpha / beta): 0.08 / 0.56 eV
- Total charge: 0
- E_HOMO (alpha / beta): -7.64 / -7.58 eV
- HOMO-LUMO gap (alpha / beta): 7.7 / 8.1 eV

Geometry (Å):
C  -0.638  0.409  1.015
C  0.607  0.593  0.739
C  -1.763  -0.159  0.143
C  0.230  -0.818  -1.596
C  1.994  0.990  0.928
P  -1.480  -1.120  -1.345
H  -1.177  0.805  1.869
H  -2.525  -0.741  0.687
H  -2.169  0.856  -0.119
H  0.347  -0.118  -2.402
H  0.941  -1.626  -1.710
H  2.805  0.300  0.541
H  2.269  1.237  1.893
H  2.199  1.953  0.476
H  -1.640  -2.561  -1.120

Atomic partial charges in e from the Mulliken method, atoms 1 to 6: -0.308 0.286 -0.547 -0.736 -1.185 -0.072

***

*x*
The following is a quantum chemistry calculation of C5H9P in the gas phase, from the Open Molecules 2025 dataset.

Results
- LUMO level (alpha / beta): 0.18 / 0.07 eV
- Total charge: 0
- E_HOMO (alpha / beta): -8.15 / -7.68 eV
- HOMO-LUMO gap (alpha / beta): 8.3 / 7.7 eV

Geometry (Å):
C  -1.509  -0.957  -0.158
C  -0.438  -1.612  0.248
C  -1.421  0.535  -0.310
C  -0.150  1.128  0.323
C  1.007  0.483  -0.381
P  2.362  -0.582  0.143
H  -2.561  -1.341  -0.153
H  -0.027  -2.593  0.260
H  -1.272  0.566  -1.383
H  -2.397  1.016  -0.001
H  -0.103  2.287  0.054
H  -0.064  0.856  1.307
H  0.659  0.259  -1.458
H  2.380  -0.293  1.500
H  3.537  0.249  0.009

Atomic partial charges in e from the Mulliken method, atoms 1 to 6: 0.002 -0.708 -0.679 -0.291 -0.472 -0.123

***

Least stable: *x*

***

*w*
The following is a quantum chemistry calculation of C5H9P in the gas phase, from the Open Molecules 2025 dataset.

Results
- LUMO level (alpha / beta): 0.02 / 0.41 eV
- Total charge: 0
- E_HOMO (alpha / beta): -8.35 / -7.61 eV
- HOMO-LUMO gap (alpha / beta): 8.4 / 8.0 eV

Geometry (Å):
C  0.566  -1.348  -0.148
C  0.772  -0.088  0.056
C  -2.346  -1.046  0.186
C  -0.211  0.973  0.375
C  2.202  0.413  -0.083
P  -2.037  0.643  -0.176
H  1.090  -2.024  -0.646
H  -3.236  -1.451  -0.272
H  -2.401  -1.255  1.233
H  -0.174  1.283  1.480
H  0.007  1.831  -0.168
H  2.145  1.019  -0.943
H  2.916  -0.500  -0.149
H  2.587  0.991  0.781
H  -1.880  0.561  -1.525

Atomic partial charges in e from the Mulliken method, atoms 1 to 6: -0.676 0.686 -0.699 -0.826 -1.221 0.079

***

*x*
The following is a quantum chemistry calculation of C5H9P in the gas phase, from the Open Molecules 2025 dataset.

Results
- LUMO level: 0.51 eV
- Total charge: 0
- E_HOMO: -8.49 eV
- SMILES: CC(C)C1=PC1
- HOMO-LUMO gap: 9.0 eV

Geometry (Å):
C  1.057  -0.236  1.304
C  0.336  0.629  0.152
C  0.973  0.292  -1.173
C  -1.085  0.385  0.190
P  -2.595  1.024  0.071
C  -1.985  -0.705  -0.291
H  1.276  -1.252  0.791
H  0.543  -0.222  2.294
H  2.040  0.153  1.390
H  0.498  1.776  0.339
H  0.850  -0.792  -1.225
H  1.907  0.933  -1.055
H  0.373  0.687  -1.932
H  -1.835  -1.164  -1.219
H  -2.351  -1.509  0.365

Atomic partial charges in e from the Mulliken method, atoms 1 to 6: -1.139 0.663 -1.399 0.066 -0.161 -0.927

***

Least stable: *w*

***

*w*
The following is a quantum chemistry calculation of C5H9P in the gas phase, from the Open Molecules 2025 dataset.

Results
- LUMO level: 0.61 eV
- Total charge: 0
- E_HOMO: -8.73 eV
- SMILES: [H]/P=C(C)/C=C/C
- HOMO-LUMO gap: 9.3 eV

Geometry (Å):
H  -3.566  -0.326  0.212
P  -2.765  0.743  0.107
C  -1.398  -0.150  -0.052
C  -1.329  -1.602  -0.016
C  0.093  0.860  -0.305
C  1.290  0.286  -0.081
C  2.477  1.145  0.040
H  -1.160  -2.088  -1.036
H  -2.397  -2.050  0.181
H  -0.507  -1.890  0.737
H  -0.291  1.853  -0.426
H  1.440  -0.720  0.220
H  3.290  0.781  -0.663
H  2.117  2.252  -0.006
H  2.706  0.904  1.088

Atomic partial charges in e from the Mulliken method, atoms 1 to 6: -0.058 -0.118 0.401 -0.957 -0.379 -0.089

***

*x*
The following is a quantum chemistry calculation of C5H9P in the gas phase, from the Open Molecules 2025 dataset.

Results
- LUMO level: 0.37 eV
- Total charge: 0
- E_HOMO: -9.25 eV
- SMILES: [H]/P=C\CCC=C
- HOMO-LUMO gap: 9.6 eV

Geometry (Å):
H  1.461  2.949  -1.459
P  0.745  3.381  -0.341
C  -0.066  1.918  -0.029
C  0.009  0.560  -0.795
C  0.770  -0.524  -0.015
C  -0.179  -1.297  1.019
C  -1.148  -2.144  0.642
H  -0.590  1.953  0.974
H  -1.026  0.305  -1.067
H  0.573  0.685  -1.705
H  1.092  -1.192  -0.804
H  1.523  -0.085  0.542
H  0.102  -1.150  2.068
H  -1.380  -2.646  -0.300
H  -1.887  -2.715  1.271

Atomic partial charges in e from the Mulliken method, atoms 1 to 6: -0.024 -0.043 -0.359 -0.474 -0.760 -0.108

***

*y*
The following is a quantum chemistry calculation of 2 unconnected molecules or ions with the total composition C5H9P, from the Open Molecules 2025 dataset.

Results
- LUMO level: 0.09 eV
- Total charge: 0
- E_HOMO: -9.29 eV
- SMILES: C=C=CC.C=P
- HOMO-LUMO gap: 9.4 eV

Geometry (Å):
C  2.650  -0.088  0.082
C  1.548  0.554  0.476
C  0.467  1.241  0.743
C  -0.496  0.928  1.842
H  2.481  -1.003  -0.467
H  3.576  -0.029  0.563
H  0.433  2.281  0.349
H  -1.162  1.697  2.013
H  0.069  0.586  2.690
H  -1.114  0.079  1.268
C  -1.374  -1.108  -1.469
P  -1.596  -1.125  -3.162
H  -0.419  -0.898  -1.012
H  -2.152  -1.672  -0.939
H  -2.911  -1.441  -2.977

Atomic partial charges in e from the Mulliken method, atoms 1 to 6: -0.833 0.183 -0.210 -0.687 0.251 0.317

***

Least stable: *y*

***

*w*
The following is a quantum chemistry calculation of 2 unconnected molecules or ions with the total composition H4OSSi, from the Open Molecules 2025 dataset.

Results
- LUMO level: -0.37 eV
- Total charge: 0
- E_HOMO: -9.84 eV
- SMILES: O=[SiH2].S
- HOMO-LUMO gap: 9.5 eV

Geometry (Å):
O  -1.806  -1.336  0.802
Si  -1.980  -0.186  -0.160
H  -3.176  0.216  -0.907
H  -0.920  0.854  -0.311
S  2.080  0.346  -0.034
H  2.326  -0.452  1.014
H  3.476  0.559  -0.406

Atomic partial charges in e from the Mulliken method, atoms 1 to 6: -0.411 0.576 -0.069 -0.100 -0.330 0.159

***

*x*
The following is a quantum chemistry calculation of H4OSSi in the gas phase, from the Open Molecules 2025 dataset.

Results
- LUMO level: 0.48 eV
- Total charge: 0
- E_HOMO: -9.10 eV
- SMILES: O[SiH2]S
- HOMO-LUMO gap: 9.6 eV

Geometry (Å):
O  -1.281  -0.957  0.059
Si  -0.381  0.356  0.009
S  1.824  -0.291  -0.017
H  -1.435  -1.640  0.792
H  -0.544  0.801  -1.385
H  -0.388  1.012  1.361
H  2.205  0.719  -0.818

Atomic partial charges in e from the Mulliken method, atoms 1 to 6: -0.414 0.459 -0.365 0.351 -0.074 -0.068

***

Least stable: *w*